Computed, not measured: a 5-piece molecular cluster, C31H57F3N2O12S4 overall, with the ωB97M-V functional and the def2-TZVPD basis.

Element x y z (Å)
C: -4.97785 2.76238 -1.56337
C: -4.27928 2.92036 -0.45598
C: -2.76320 3.09868 -0.39776
C: -1.91051 1.79962 -0.48890
C: -0.57075 2.21180 -1.17883
C: -0.71784 2.56033 -2.68838
C: -2.57809 0.63065 -1.25836
C: -1.85003 -0.73547 -1.06744
O: -0.57163 -0.78381 -1.64392
C: -2.70285 -1.78729 -1.83525
F: -3.95084 -1.88733 -1.38515
F: -2.16966 -3.01752 -1.73262
F: -2.67368 -1.50941 -3.14649
O: -1.49900 1.29376 0.79251
C: -2.55695 1.17156 1.71681
C: -2.06529 0.36197 2.93913
N: -0.82869 0.91293 3.50529
N: -0.76343 2.31167 3.42482
C: -1.47383 2.97066 4.47506
C: -1.69868 4.48781 4.29973
O: -1.92582 2.40738 5.42575
C: 0.57940 2.81767 3.23364
C: 1.72633 1.87630 3.64063
O: 0.78203 3.88167 2.76362
H: -4.57986 2.97607 -2.56028
H: -6.02078 2.44116 -1.49160
H: -4.83516 2.88360 0.48955
H: -2.49795 3.82793 -1.18062
H: -2.51553 3.60577 0.55168
H: 0.22086 1.47327 -1.00151
H: -0.24739 3.13577 -0.66566
H: -0.40998 1.71139 -3.32006
H: -1.75511 2.83249 -2.94500
H: -0.11943 3.45149 -2.92838
H: -2.63680 0.78691 -2.34882
H: -3.61578 0.43804 -0.94177
H: -1.83248 -1.05474 -0.01723
H: -0.51488 -0.18886 -2.40524
H: -2.89831 2.14321 2.12268
H: -3.44086 0.63030 1.33105
H: -1.84430 -0.66077 2.59158
H: -2.87813 0.37563 3.68886
H: -0.63961 0.56705 4.44271
H: -2.04875 4.62673 3.26422
H: -2.43292 4.82900 5.03687
H: -0.76249 5.05203 4.42379
H: 1.44566 1.38732 4.58966
H: 1.79510 1.09548 2.86845
H: 2.66720 2.44043 3.73755
C: -0.80328 -5.89432 -3.34120
C: -0.69436 -6.19798 -1.84377
C: -0.47818 -7.70858 -1.69513
S: 0.34663 -8.24460 -3.19594
O: -0.54041 -9.12598 -3.92029
O: 1.70375 -8.62034 -2.89113
C: 0.34405 -6.65023 -4.00282
H: -0.74578 -4.82503 -3.54189
H: -1.76046 -6.25881 -3.72324
H: 0.16014 -5.66094 -1.42513
H: -1.58184 -5.87311 -1.30126
H: 0.14861 -7.94864 -0.83893
H: -1.42409 -8.24408 -1.62313
H: 0.21467 -6.78064 -5.07579
H: 1.30251 -6.17375 -3.79542
C: 6.92372 4.22610 4.65748
C: 6.24930 5.50808 4.15265
C: 5.79572 5.25872 2.71448
S: 5.48408 3.50219 2.58760
O: 6.43049 2.92315 1.66750
O: 4.05987 3.28965 2.45444
C: 5.98618 3.09120 4.25425
H: 7.08380 4.24746 5.73526
H: 7.89691 4.10129 4.17489
H: 5.38731 5.73192 4.77219
H: 6.92086 6.36359 4.20683
H: 4.88127 5.79995 2.48043
H: 6.57252 5.51557 1.99516
H: 6.45818 2.11062 4.26481
H: 5.09058 3.08417 4.87708
C: 0.83425 7.72011 3.72001
C: 1.46666 9.00709 3.17678
C: 2.54828 9.44425 4.17264
S: 3.12539 7.94477 4.97147
O: 2.77384 7.99868 6.36797
O: 4.47482 7.65640 4.53955
C: 1.99797 6.83110 4.14121
H: 0.20848 7.22915 2.97486
H: 0.20924 7.95342 4.58635
H: 1.92150 8.80551 2.20389
H: 0.72485 9.79280 3.03427
H: 3.38615 9.92965 3.67639
H: 2.14462 10.09891 4.94380
H: 1.70833 6.02987 4.81814
H: 2.51384 6.41902 3.27298
C: -1.63091 -12.13015 -7.38834
C: -2.20325 -11.61882 -6.06143
C: -2.33896 -10.09791 -6.17645
S: -2.57984 -9.74582 -7.91771
O: -1.44139 -9.00326 -8.40160
O: -3.93143 -9.28947 -8.13558
C: -2.43550 -11.43666 -8.48241
H: -1.70005 -13.21513 -7.46846
H: -0.57692 -11.85201 -7.46699
H: -3.18681 -12.06575 -5.89355
H: -1.57119 -11.89160 -5.21636
H: -3.19207 -9.72355 -5.61471
H: -1.43150 -9.59241 -5.85294
H: -1.95100 -11.45884 -9.45656
H: -3.44238 -11.84904 -8.55416

Results
* highest occupied orbital energy: -9.49 eV
* E: -4120.0612 a.u.
* net charge: 0
* lowest unoccupied orbital energy: 0.378 eV

Results of the Mulliken charge analysis, in e, for atoms 1 through 8: -0.75, -0.36, -0.65, 2.07, -1.49, -1.33, -2.14, 0.24


Computed, not measured: a 5-piece molecular cluster, C31H57N4O8 overall, with the ωB97M-V functional and the def2-TZVPD basis.

Element x y z (Å)
C: -2.20330 0.33313 -0.75079
C: -1.50117 -0.28777 -1.97291
C: -0.40235 -1.25821 -1.50406
C: -2.55037 -1.13413 -2.75075
C: -0.98497 0.74693 -3.00278
C: -0.24068 2.03816 -2.55044
C: 0.61580 2.49370 -3.76013
C: -1.22460 3.19874 -2.31719
C: 0.69590 1.81632 -1.36503
C: 1.90695 1.14598 -1.54653
C: 2.78527 0.93776 -0.49826
C: 2.47879 1.39138 0.77182
O: 3.37255 1.16806 1.79651
C: 4.08038 2.33412 2.22471
C: 3.44101 3.01668 3.42702
O: 2.96810 4.28719 3.05325
C: 2.53875 5.03795 4.19345
C: 1.95741 6.37610 3.78360
C: 0.83082 6.79737 4.77395
O: -0.18759 6.07400 4.74995
O: 1.08074 7.79780 5.49985
C: 1.27866 2.05023 0.98304
C: 0.41098 2.26314 -0.07953
H: -2.58513 1.33250 -0.94649
H: -3.06021 -0.28703 -0.47371
H: -1.54655 0.33713 0.11720
H: 0.22535 -0.81996 -0.72986
H: 0.20643 -1.57049 -2.35609
H: -0.88436 -2.14439 -1.08825
H: -2.60438 -2.15264 -2.36764
H: -3.54154 -0.68662 -2.62894
H: -2.34536 -1.14091 -3.82312
H: -1.83731 1.06581 -3.61112
H: -0.30825 0.20661 -3.66961
H: 1.33868 3.24592 -3.43988
H: -0.01924 2.87973 -4.55632
H: 1.20000 1.66039 -4.15357
H: -0.66496 4.13725 -2.35503
H: -1.71410 3.17625 -1.34794
H: -1.93898 3.23318 -3.13745
H: 2.18007 0.76398 -2.52028
H: 3.70826 0.40163 -0.67636
H: 5.10256 2.02690 2.45023
H: 4.13124 3.05531 1.40544
H: 2.60978 2.40390 3.79748
H: 4.16681 3.11987 4.24588
H: 3.40679 5.19578 4.84720
H: 1.77334 4.47559 4.73797
H: 1.53222 6.30120 2.78170
H: 2.71497 7.15987 3.79127
H: 1.04871 2.41479 1.97563
H: -0.50192 2.79761 0.13986
C: -1.03624 -6.20374 0.08491
C: -1.43841 -4.86416 0.66019
O: -1.66267 -3.89883 -0.05043
N: -1.53740 -4.76777 2.01050
C: -1.32237 -5.79457 3.01164
H: -1.00155 -6.10831 -0.99578
H: -0.05236 -6.50277 0.44792
H: -1.75937 -6.97548 0.35168
H: -1.78807 -3.84416 2.32827
H: -2.23480 -5.94488 3.59420
H: -0.52844 -5.49982 3.69551
H: -1.06239 -6.73909 2.54434
C: 4.49137 -3.36725 -3.72841
C: 4.58830 -2.04905 -2.99267
O: 3.86652 -1.10706 -3.26070
N: 5.51775 -1.95233 -2.00262
C: 6.44949 -2.95989 -1.54246
H: 3.70804 -3.27740 -4.47422
H: 5.43198 -3.60680 -4.22619
H: 4.23817 -4.17726 -3.04345
H: 5.52794 -1.05251 -1.54816
H: 6.28152 -3.18501 -0.48768
H: 7.47880 -2.61484 -1.65887
H: 6.32804 -3.87512 -2.11234
C: -3.75624 3.55365 -7.57489
C: -3.29968 3.44541 -6.13671
O: -2.13054 3.56834 -5.81988
N: -4.25146 3.20008 -5.19542
C: -5.67622 3.02342 -5.38178
H: -2.88333 3.74778 -8.18988
H: -4.22526 2.62617 -7.90553
H: -4.46717 4.37156 -7.69790
H: -3.88446 3.13793 -4.25804
H: -6.23333 3.77778 -4.82311
H: -5.98975 2.03799 -5.03217
H: -5.93439 3.11353 -6.43172
C: -1.16160 -3.86231 8.19812
C: -1.45131 -4.27889 6.77415
O: -0.56015 -4.41389 5.95329
N: -2.75349 -4.48962 6.44080
C: -3.92688 -4.36669 7.28245
H: -0.08913 -3.73151 8.29840
H: -1.65652 -2.92043 8.43622
H: -1.49520 -4.62443 8.90352
H: -2.88733 -4.75791 5.47938
H: -4.45848 -5.31823 7.34158
H: -4.60965 -3.61607 6.88134
H: -3.64232 -4.06937 8.28565

Results
* highest occupied orbital energy: -4.01 eV
* E: -2036.4409 a.u.
* net charge: -1
* lowest unoccupied orbital energy: 1.757 eV

Results of the Mulliken charge analysis, in e, for atoms 1 through 8: -1.84, 2.96, -1.42, -1.68, -2.48, 3.05, -2.00, -1.86


Computed, not measured: C31H58B2ClN11O5SSb as an isolated structure, with the ωB97M-V functional and the def2-TZVPD basis.

Element x y z (Å)
C: 4.74920 -6.55597 3.96397
O: 4.66575 -5.44461 3.00140
C: 3.93360 -4.29673 3.61778
C: 2.39357 -4.36297 3.02253
C: 1.30305 -3.95215 4.18313
C: 0.01790 -4.95664 4.01396
Sb: -1.71375 -4.06786 2.92933
Cl: -3.66880 -3.09023 1.84723
C: -0.43547 -3.19751 1.33132
C: 0.21058 -1.73274 1.69364
C: 0.61276 -1.04033 0.22640
S: 2.10840 -1.90236 -0.57647
O: -2.93249 -5.01307 4.26462
B: -3.37463 -4.13700 5.36408
O: -4.83946 -4.16106 5.68132
O: -2.52599 -3.28513 6.21807
B: -1.82569 -5.93630 1.66054
C: -3.22743 -6.81096 1.54548
O: -0.63030 -6.44466 0.91457
H: 3.67992 -6.73101 4.46010
H: 5.55753 -6.29119 4.79414
H: 5.04441 -7.57666 3.44216
H: 4.44050 -3.27560 3.33032
H: 3.87689 -4.47421 4.78252
H: 2.20323 -5.48217 2.66863
H: 2.35698 -3.68450 2.06623
H: 1.03019 -2.80675 4.20577
H: 1.76828 -4.18707 5.25423
H: -0.38170 -5.19415 5.10973
H: 0.24776 -5.97967 3.49365
H: -1.54517 -2.62766 3.89399
H: -1.07555 -3.08147 0.33393
H: 0.43347 -3.94337 1.06341
H: -0.52808 -0.97838 2.20343
H: 1.24789 -1.80944 2.27714
H: 0.98548 0.06535 0.46171
H: -0.29727 -0.97212 -0.50755
H: 2.05393 -3.29047 -0.36918
H: -5.28973 -3.32698 5.35630
H: -2.82090 -2.32876 6.03894
H: -2.95374 -7.96486 1.42858
H: -3.85512 -6.43989 0.60992
H: -3.89118 -6.74969 2.52359
H: -0.09919 -7.03298 1.54186
C: 5.49591 0.79227 -1.77698
C: 4.10433 1.13291 -1.26916
N: 2.94984 1.41546 -0.84793
H: 5.81225 1.52927 -2.52026
H: 6.20714 0.79623 -0.94652
H: 5.49219 -0.19925 -2.23793
C: 0.83427 0.20043 -3.70661
C: 0.76542 0.62091 -5.16568
N: 0.70832 0.96967 -6.37615
H: 1.84528 0.35747 -3.32073
H: 0.13117 0.79247 -3.11445
H: 0.57718 -0.85806 -3.61116
C: -2.52085 3.46858 -5.65681
C: -2.43174 2.59872 -4.41349
N: -2.35774 1.87710 -3.38204
H: -2.49683 2.84198 -6.55264
H: -3.45339 4.03935 -5.64641
H: -1.67781 4.16429 -5.68625
C: -1.56573 6.94732 -3.26214
C: -1.63458 7.36780 -4.72121
N: -1.69168 7.71656 -5.93168
H: -0.55472 7.10436 -2.87626
H: -2.26883 7.53936 -2.66998
H: -1.82282 5.88883 -3.16669
C: -4.11634 -0.16275 -7.11937
C: -4.61315 1.23888 -6.80462
N: -5.02535 2.40165 -6.54354
H: -3.59007 -0.16522 -8.07787
H: -3.43178 -0.50020 -6.33642
H: -4.96166 -0.85403 -7.17555
C: 6.39591 -3.45736 -2.02999
C: 5.00433 -3.11672 -1.52217
N: 3.84984 -2.83416 -1.10093
H: 6.71225 -2.72036 -2.77327
H: 7.10714 -3.45339 -1.19953
H: 6.39219 -4.44888 -2.49094
C: -1.92085 2.68010 -0.17168
C: -1.83174 1.81025 1.07164
N: -1.75774 1.08862 2.10309
H: -1.89683 2.05350 -1.06750
H: -2.85339 3.25087 -0.16127
H: -1.07781 3.37581 -0.20112
C: -7.10409 -5.70282 7.77338
C: -8.49567 -5.36218 8.28120
N: -9.65016 -5.07963 8.70244
H: -6.78775 -4.96582 7.03010
H: -6.39286 -5.69886 8.60384
H: -7.10781 -6.69434 7.31243
C: 2.63548 6.37153 -1.55010
C: 1.24389 6.71217 -1.04227
N: 0.08941 6.99472 -0.62104
H: 2.95181 7.10853 -2.29338
H: 3.34670 6.37549 -0.71964
H: 2.63175 5.38001 -2.01105
C: 6.13272 9.42224 -2.43342
C: 5.89533 8.03860 -1.85065
N: 5.69835 6.89072 -1.36724
H: 5.32588 10.09654 -2.13338
H: 7.08380 9.82141 -2.07061
H: 6.16298 9.36681 -3.52503
C: -3.16728 10.84724 -2.03534
C: -3.40467 9.46360 -1.45257
N: -3.60165 8.31572 -0.96917
H: -3.97412 11.52154 -1.73531
H: -2.21620 11.24641 -1.67253
H: -3.13702 10.79181 -3.12695

Results
* highest occupied orbital energy: -4.08 eV
* E: -3342.3788 a.u.
* net charge: -1
* lowest unoccupied orbital energy: 1.143 eV

Results of the Mulliken charge analysis, in e, for atoms 1 through 8: -0.56, -0.35, -0.65, 0.60, -0.18, -1.06, 1.38, -0.62


Computed, not measured: a 7-piece molecular cluster, C31H58F9O18 overall, with the ωB97M-V functional and the def2-TZVPD basis.

Element x y z (Å)
O: -0.72258 -1.07414 -0.44843
C: -0.32409 -0.67005 0.76394
O: -1.11096 0.02170 1.45266
O: 0.83335 -0.91319 1.19281
H: -1.58783 -0.66245 -0.38951
C: -6.16590 -7.84804 -8.39172
O: -5.46540 -8.70560 -7.52010
C: -5.99113 -8.65232 -6.16868
C: -5.06652 -9.43918 -5.21843
O: -3.95865 -8.63436 -4.84242
C: -3.02403 -8.54610 -5.85436
C: -1.62204 -8.30055 -5.31920
O: -1.23175 -7.10671 -4.67895
C: -2.03754 -6.60825 -3.63384
H: -7.23323 -8.06793 -8.41538
H: -5.72237 -7.93324 -9.38375
H: -6.01594 -6.81973 -8.06280
H: -6.99873 -9.06398 -6.11045
H: -5.96385 -7.61589 -5.83227
H: -4.81185 -10.43985 -5.56758
H: -5.69104 -9.60774 -4.34113
H: -3.32051 -7.70823 -6.48537
H: -3.01500 -9.34475 -6.59610
H: -0.93349 -8.47042 -6.14693
H: -1.47539 -9.02348 -4.51672
H: -2.39374 -7.34538 -2.91421
H: -2.84738 -6.02470 -4.07171
H: -1.38515 -5.97323 -3.03448
C: -2.35513 -0.69825 6.14794
O: -1.14169 -1.37190 6.43295
C: -1.05593 -2.67012 5.74112
C: 0.01070 -3.64563 6.24742
O: 1.15100 -2.86575 6.49764
C: 2.31445 -3.59734 6.85386
C: 3.51959 -2.67488 6.93922
O: 3.70049 -1.96189 5.74144
C: 3.80076 -2.67207 4.55169
H: -2.30003 0.31763 6.53916
H: -3.16903 -1.17202 6.69677
H: -2.64229 -0.67689 5.09666
H: -1.02407 -2.59634 4.65409
H: -2.04313 -3.05758 5.99296
H: 0.31537 -4.35833 5.48105
H: -0.34113 -4.22605 7.10032
H: 2.50670 -4.31154 6.05319
H: 2.20982 -4.21587 7.74524
H: 4.35581 -3.34759 7.12974
H: 3.38445 -1.88206 7.67494
H: 2.82279 -3.13542 4.42142
H: 4.59073 -3.42048 4.61450
H: 3.96421 -2.13130 3.61951
C: 4.81648 5.16186 4.56093
O: 3.95950 4.38307 3.73431
C: 3.61908 4.99697 2.50697
C: 2.47914 5.96321 2.67213
O: 1.38114 5.26394 3.27055
C: 0.35668 6.20354 3.58927
C: -0.74719 5.37554 4.15036
O: -0.35104 4.72399 5.41130
C: -0.02111 5.62756 6.51444
H: 5.12362 4.60512 5.44625
H: 4.20109 5.92271 5.04103
H: 5.68790 5.48558 3.99178
H: 3.19368 4.26945 1.81571
H: 4.56747 5.29790 2.06189
H: 2.18910 6.48254 1.75874
H: 2.79292 6.76126 3.34500
H: 0.03614 6.72568 2.68776
H: 0.82509 6.92943 4.25392
H: -1.01344 4.72436 3.31779
H: -1.67940 5.93091 4.25352
H: -0.66267 6.50838 6.48897
H: 1.00610 5.91976 6.29636
H: -0.04396 5.16418 7.50077
C: 5.23635 -0.99375 -2.51657
C: 6.13293 0.21812 -2.11061
O: 6.79663 0.79182 -3.27763
C: 7.65887 1.86463 -3.13268
O: 7.87670 2.48261 -2.10621
C: 8.56929 2.05460 -4.42847
F: 8.24034 3.14640 -5.12893
F: 9.81517 2.24376 -4.00977
F: 8.44815 0.98504 -5.23086
H: 4.82040 -1.37304 -1.58317
H: 5.95435 -1.70418 -2.92627
H: 4.56457 -0.69255 -3.32036
H: 6.88180 -0.14657 -1.40754
H: 5.63540 1.06544 -1.63879
C: 0.12919 3.85467 -2.63540
C: 1.07117 2.91894 -3.44975
O: 1.49383 3.59618 -4.68628
C: 2.62102 4.37046 -4.69540
O: 3.31913 4.59160 -3.70741
C: 2.94884 5.06146 -6.05322
F: 3.61248 4.18046 -6.84739
F: 1.82824 5.20406 -6.75466
F: 3.52442 6.27205 -5.87458
H: -0.68441 4.10587 -3.31586
H: 0.65431 4.77402 -2.37629
H: -0.46758 3.42897 -1.82870
H: 0.63566 1.94396 -3.66852
H: 1.89813 2.76114 -2.75741
C: -6.85498 5.85465 -0.61846
C: -5.48918 5.17530 -0.12859
O: -5.77478 3.78983 -0.42517
C: -6.19428 2.99474 0.63237
O: -6.43593 3.46035 1.77785
C: -6.47495 1.53781 0.16210
F: -7.50308 1.48219 -0.68340
F: -5.51246 1.11666 -0.60077
F: -6.66629 0.80696 1.25550
H: -7.60015 5.76112 0.17152
H: -7.09540 5.52272 -1.62848
H: -6.73782 6.93830 -0.62685
H: -5.16633 5.50141 0.86011
H: -4.71721 5.57377 -0.78691

Results
* highest occupied orbital energy: -3.77 eV
* E: -3468.8823 a.u.
* net charge: -1
* relative energy (zero: lowest compared OMol25 entry of this formula, charge and spin): 107.7 kcal per mole
* lowest unoccupied orbital energy: 1.995 eV

Results of the Mulliken charge analysis, in e, for atoms 1 through 8: -0.45, 0.64, -0.74, -0.75, 0.29, -0.76, -0.31, -0.59